Entry 1:
{"formula": "C35H26BrN7Ti", "method": "ωB97M-V with the def2-TZVPD basis set", "species": ["Ti", "C", "C", "N", "C", "C", "C", "C", "C", "C", "C", "N", "C", "C", "C", "C", "C", "C", "C", "C", "N", "C", "H", "H", "H", "H", "H", "H", "H", "H", "H", "H", "H", "H", "Br", "C", "C", "C", "C", "C", "N", "H", "H", "H", "H", "N", "C", "C", "C", "C", "C", "C", "C", "H", "H", "H", "H", "N", "C", "C", "C", "C", "C", "N", "H", "H", "H", "H", "H", "H"], "positions_angstrom": [[-0.62021, 1.85665, -0.02641], [-1.24065, 1.33030, -4.50153], [-1.60977, 1.54413, -3.20220], [-0.67019, 1.55666, -2.17411], [0.59954, 1.02049, -2.50936], [0.99174, 0.82240, -3.87216], [0.06009, 1.06716, -4.90879], [2.33790, 0.49679, -4.14624], [3.30304, 0.57304, -3.09452], [2.97372, 0.60481, -1.75934], [1.60196, 0.84209, -1.46027], [1.13056, 0.88793, -0.11796], [1.52267, 0.17381, 0.95161], [2.61347, -0.73697, 1.06990], [2.91122, -1.32902, 2.29159], [2.19378, -1.09024, 3.43738], [1.07343, -0.14904, 3.39356], [0.38839, 0.30261, 4.49144], [-0.62222, 1.21812, 4.37645], [-0.76542, 1.89973, 3.15579], [-0.31508, 1.39581, 2.00057], [0.72550, 0.41429, 2.12037], [-1.97114, 1.60305, -5.32429], [-2.61355, 1.67336, -2.84100], [0.41037, 0.91764, -5.99273], [2.61244, 0.21405, -5.19966], [4.39122, 0.35754, -3.35990], [3.72375, 0.61429, -1.01419], [3.17784, -1.00473, 0.19982], [3.74251, -2.06875, 2.21975], [2.44435, -1.44197, 4.40931], [0.68696, -0.13383, 5.41170], [-1.10773, 1.48692, 5.30357], [-1.32727, 2.84028, 3.00208], [-3.53268, 2.87164, 0.60833], [-3.51036, 0.86941, 0.22924], [-4.72734, 0.21371, -0.16100], [-4.68213, -1.06960, -0.63934], [-3.44494, -1.79756, -0.45392], [-2.31317, -1.06063, -0.16989], [-2.35460, 0.30265, 0.18230], [-5.70102, 0.74717, -0.04004], [-5.46975, -1.50019, -1.10315], [-3.36404, -2.87077, -0.55526], [-1.33539, -1.45878, -0.32439], [3.17616, 7.79183, -1.48857], [2.54541, 6.89032, -1.11810], [1.64759, 5.86801, -0.66013], [1.96961, 5.10460, 0.49952], [1.14658, 4.04138, 0.85684], [0.00528, 3.73851, 0.02737], [-0.51810, 4.73966, -0.84158], [0.29416, 5.80840, -1.15365], [2.70557, 5.57746, 1.17501], [1.31932, 3.42411, 1.77328], [-1.59339, 4.63036, -1.11818], [-0.13383, 6.68299, -1.61745], [1.46594, -5.44939, -0.18970], [0.31098, -5.74185, 0.49567], [-0.28323, -6.98128, 0.35889], [-1.36548, -7.26761, 1.26609], [-1.76433, -6.37085, 2.17618], [-1.14393, -5.10222, 2.14159], [-0.20974, -4.74914, 1.25373], [2.01541, -6.23241, -0.51320], [1.82770, -4.47854, 0.05244], [0.18524, -7.74012, -0.29833], [-1.80560, -8.24803, 1.33251], [-2.54962, -6.58419, 2.90363], [-1.56550, -4.35847, 2.78302]], "forces_ev_per_angstrom": [[-1.0, -1.8, -1.3], [-1.3, 1.1, -2.5], [1.1, -0.1, 1.4], [0.7, -1.5, 0.6], [1.1, 0.9, 0.6], [0.9, 0.0, 0.5], [0.4, -0.7, -0.9], [1.0, 0.2, 0.7], [1.2, -1.8, -2.5], [-2.5, 1.2, -0.9], [0.0, -0.9, 0.1], [-1.2, 0.4, -1.7], [1.0, -0.8, 0.1], [-1.7, 1.1, -0.2], [0.5, -1.2, 0.1], [-1.2, 1.6, -0.3], [2.0, -0.7, -2.9], [-0.9, -0.3, 0.1], [1.0, 0.8, 0.6], [-1.4, -0.5, -1.4], [2.7, -0.9, 2.3], [-0.9, 0.7, 0.9], [0.6, -0.8, 1.2], [-0.4, 0.4, -0.4], [-0.9, 0.4, 1.8], [-0.1, 0.6, 1.2], [-1.5, 0.4, 0.3], [0.5, -0.1, 0.7], [0.2, 0.1, -0.2], [-0.7, 0.7, 0.7], [0.4, -0.6, 0.5], [-0.2, -0.2, 1.0], [-0.2, 0.5, -0.3], [-0.1, -0.8, 0.5], [0.1, -2.1, -0.3], [-1.7, 0.2, -0.3], [-0.5, 1.7, 0.5], [4.1, 0.4, 2.3], [-0.5, 1.6, -0.3], [-0.9, 1.5, 0.4], [0.4, -1.3, -1.1], [1.1, -0.3, -0.5], [-2.6, -1.4, -1.0], [0.0, 0.1, -0.5], [0.6, -0.3, 0.4], [-0.5, -1.1, 0.4], [0.1, 1.3, -0.2], [-1.6, -0.4, 1.0], [-0.3, 1.0, -0.3], [-0.8, -0.2, -0.8], [0.6, 2.3, 1.1], [0.5, -0.9, 1.2], [1.0, 0.3, 0.3], [0.1, -1.0, -0.6], [0.1, 0.6, -1.0], [1.1, 0.4, -0.3], [0.3, 0.0, -0.7], [-0.2, 2.1, 0.7], [0.1, 0.3, -0.4], [-1.2, -1.1, 1.3], [2.0, -1.4, -2.0], [-0.1, 2.1, 1.2], [-0.5, -0.6, -1.3], [0.0, -0.5, 1.1], [0.2, 0.7, 0.1], [-0.2, -2.2, -0.7], [-0.7, 0.5, 0.5], [0.0, -0.3, -0.5], [0.3, 0.1, -0.2], [0.2, 0.7, 0.3]], "mulliken_spin": [1.108, -0.142, 0.327, 0.081, 0.122, -0.127, 0.428, 0.081, -0.036, 0.094, -0.018, -0.045, -0.048, 0.009, -0.007, 0.008, -0.006, 0.023, -0.012, 0.045, -0.038, 0.040, -0.003, 0.032, 0.017, -0.001, 0.000, 0.014, 0.001, 0.000, 0.000, 0.001, 0.000, -0.001, 0.008, 0.011, -0.008, 0.012, -0.004, 0.029, 0.007, 0.000, 0.003, -0.001, 0.000, 0.005, -0.003, 0.018, 0.000, 0.026, -0.093, 0.030, 0.009, 0.000, -0.001, 0.004, 0.000, 0.000, 0.000, 0.000, 0.000, 0.000, 0.000, 0.000, 0.000, 0.000, 0.000, 0.000, 0.000, 0.000], "e_above_lowest_ev": 2.0159, "fmax_ev_per_a": 4.73, "charge": 0, "homo_lumo_gap_ev": [4.1, 5.9], "spin_multiplicity": 3}

---

Entry 2:
{"formula": "C35H27BF6O3S", "method": "ωB97M-V with the def2-TZVPD basis set", "species": ["C", "C", "C", "C", "C", "B", "C", "C", "C", "C", "F", "F", "F", "C", "C", "C", "F", "F", "F", "C", "O", "C", "C", "O", "S", "H", "H", "H", "H", "H", "H", "H", "H", "H", "H", "H", "H", "C", "O", "C", "C", "C", "C", "C", "C", "C", "C", "C", "C", "C", "C", "C", "C", "C", "C", "C", "C", "C", "H", "H", "H", "H", "H", "H", "H", "H", "H", "H", "H", "H", "H", "H", "H"], "positions_angstrom": [[-4.72626, 0.87359, -4.38361], [-3.50293, 0.22882, -3.90783], [-3.23397, -1.13159, -3.77356], [-1.91269, -1.35707, -3.29729], [-1.26577, -0.14644, -2.94685], [-1.65710, -0.16108, 2.00293], [-0.00518, 0.11821, -2.34482], [0.44096, 1.47557, -2.25369], [1.69107, 1.74855, -2.76307], [2.12161, 3.20802, -2.82626], [3.47944, 3.34061, -2.65357], [1.80864, 3.80427, -4.02058], [1.50128, 3.94883, -1.82688], [2.49412, 0.68353, -3.21619], [2.12374, -0.65053, -2.95610], [2.91236, -1.85213, -3.39686], [2.34932, -3.01712, -2.90319], [2.96617, -1.99303, -4.74881], [4.20387, -1.81353, -2.93479], [0.93457, -0.93584, -2.33069], [-2.45387, 0.77422, 1.30843], [-3.70714, 0.12570, 0.93713], [-3.41099, -1.37216, 1.04801], [-2.13291, -1.45114, 1.83034], [-2.25328, 1.21704, -3.25790], [-5.16515, 0.36380, -5.24249], [-5.44783, 0.88541, -3.56194], [-4.52723, 1.90591, -4.67269], [-3.94215, -1.92095, -4.03054], [-1.39526, -2.31785, -3.21302], [-0.16322, 2.28904, -1.84917], [3.44243, 0.90098, -3.68878], [0.67867, -1.93922, -2.03355], [-4.54671, 0.35209, 1.64502], [-4.01255, 0.41596, -0.09308], [-4.25821, -1.86192, 1.61785], [-3.30483, -1.75207, -0.02171], [-2.32187, 0.95938, 6.90027], [-2.16402, 1.78311, 5.72248], [-1.32312, 1.31472, 4.74949], [-1.07280, 2.21349, 3.68011], [-0.47603, 1.77081, 2.53184], [-0.14332, 0.33617, 2.26629], [0.62142, -0.16240, 0.97864], [1.08755, -1.55347, 0.89137], [2.43430, -1.57345, 0.32337], [3.20068, -2.73302, 0.20030], [2.61309, -3.97309, 0.52797], [1.33198, -3.99239, 1.06543], [0.63139, -2.80305, 1.32685], [2.82456, -0.18437, 0.13346], [1.70865, 0.64134, 0.51795], [1.89528, 2.01478, 0.57701], [3.14495, 2.54289, 0.32922], [4.22408, 1.74053, -0.06838], [4.05826, 0.36061, -0.16096], [-0.19720, -0.45666, 3.50769], [-0.84151, -0.01197, 4.66848], [-2.85866, 1.60171, 7.59673], [-2.91667, 0.05970, 6.67401], [-1.33964, 0.67963, 7.30962], [-1.46197, 3.24256, 3.78583], [-0.38172, 2.51457, 1.74955], [4.24546, -2.67592, -0.14552], [3.18116, -4.89573, 0.38693], [0.85602, -4.93862, 1.29921], [-0.30852, -2.85019, 1.85375], [1.08191, 2.67917, 0.82542], [3.29237, 3.61588, 0.45327], [5.19557, 2.20481, -0.26856], [4.88750, -0.28734, -0.42963], [0.19434, -1.46594, 3.48336], [-1.02652, -0.70475, 5.51697]], "forces_ev_per_angstrom": [[-0.9, 0.4, -0.1], [0.5, -1.3, 0.7], [0.4, 1.1, -0.3], [0.9, 1.3, 0.7], [-2.2, -1.5, 1.0], [-1.9, -0.6, -3.8], [1.2, 0.4, 0.1], [0.1, -1.0, -0.3], [0.5, -0.3, 0.3], [0.6, 0.3, 0.5], [-1.5, 0.1, -0.3], [0.3, -0.5, 1.2], [0.8, -0.7, -1.5], [0.3, 0.1, -0.1], [0.3, 0.5, 0.2], [0.7, -0.8, 0.6], [0.9, 1.2, -0.7], [0.0, 0.2, 0.9], [-0.9, -0.1, -0.6], [-0.6, 1.1, -0.7], [-1.1, -0.6, 0.9], [-0.1, 0.2, 0.4], [0.2, -0.1, -0.3], [-1.4, 0.4, -0.1], [-0.6, -0.6, -0.7], [0.0, 0.0, 0.1], [-0.2, 0.1, -0.2], [-0.1, 0.0, 0.0], [0.3, 0.3, -0.1], [-0.4, 0.3, 0.0], [-0.2, -0.4, -0.5], [0.0, -0.1, 0.0], [-0.3, -0.1, -0.4], [0.9, 0.4, -0.5], [0.4, 0.0, 0.7], [1.3, 0.1, -0.7], [0.3, -0.2, 1.7], [0.0, 0.2, -0.4], [1.1, -0.8, -0.2], [-0.7, -0.2, -0.2], [-0.1, -0.1, 0.6], [0.1, -0.3, -0.1], [1.8, 0.3, 0.1], [-0.9, -0.5, 2.7], [1.5, -0.4, -0.1], [-0.6, 0.4, 0.5], [-0.4, -0.3, 0.0], [0.6, 0.6, -0.3], [-0.1, 0.5, 0.1], [-0.5, -0.1, -0.2], [-0.8, 0.0, 0.4], [0.8, -0.2, 0.0], [0.1, 0.3, 0.0], [0.6, 0.3, -0.1], [0.1, 0.2, 0.2], [0.1, 0.4, -0.2], [-0.2, 0.6, 0.2], [-0.3, 0.2, 0.5], [0.1, -0.2, 0.0], [0.2, 0.3, 0.1], [-0.3, 0.1, -0.1], [0.4, -0.7, -0.2], [-0.2, -0.5, 0.0], [-0.6, 0.0, 0.1], [-0.2, 0.3, 0.0], [0.1, 0.1, 0.2], [-0.2, -0.3, -0.1], [0.2, 0.1, -0.1], [0.0, -0.2, -0.2], [-0.4, -0.2, 0.1], [0.0, 0.1, 0.0], [-0.2, 0.0, -0.2], [0.3, 0.5, -0.9]], "mulliken_charge": [-1.312, 0.714, -0.817, -0.626, 0.493, 0.511, 0.831, -1.086, 0.168, 0.747, -0.240, -0.283, -0.242, -0.405, 0.142, 0.579, -0.275, -0.284, -0.244, -1.416, -0.457, -0.385, -0.354, -0.301, -0.212, 0.357, 0.255, 0.394, 0.428, 0.453, 0.628, 0.486, 0.786, 0.313, 0.164, 0.280, 0.265, -0.827, -0.411, 0.884, -1.352, -0.105, 1.732, 0.912, 0.128, -0.223, -0.064, -0.999, -1.239, -0.075, 0.172, 0.220, -0.049, -1.457, -1.072, -0.200, -0.697, -0.862, 0.259, 0.316, 0.357, 0.359, 0.473, 0.377, 0.379, 0.434, 0.477, 0.060, 0.346, 0.377, 0.418, 0.515, 0.381], "e_above_lowest_ev": 1.1364, "fmax_ev_per_a": 4.31, "charge": 0, "homo_lumo_gap_ev": 5.3}